[1]
Here is C37H44AgF2O2P as an isolated structure from the Open Molecules 2025 dataset. Energies are from wB97M-V/def2-TZVPD.

## Properties
Charge: -2
Relative energy (zero: lowest compared OMol25 entry of this formula, charge and spin) (kcal/mol): 20.5

The geometry in XYZ format:
```
87
Properties=species:S:1:pos:R:3:forces:R:3:mulliken_charge:R:1
H 2.650 0.260 4.253 -0.079 -0.015 0.005 0.298
C -3.842 -2.623 -0.049 -0.069 0.050 0.071 0.219
O 0.329 -0.659 -5.070 -0.060 0.062 0.118 -0.843
H 3.350 1.735 -2.668 0.079 -0.015 0.038 0.325
H -0.490 1.966 3.387 0.080 -0.025 0.025 0.249
C -3.913 -0.988 -2.891 0.012 -0.011 0.021 -0.323
C 1.567 0.116 4.188 0.012 0.023 0.010 -1.785
C 1.746 0.358 1.663 0.138 0.099 0.157 0.728
H 3.214 -1.148 0.923 -0.097 -0.019 -0.172 0.496
C -4.549 -1.058 -4.121 0.042 0.013 0.035 -0.909
H 1.315 4.401 0.322 -0.061 -0.049 0.033 0.346
C -1.777 -0.747 -3.970 0.000 -0.109 0.125 0.571
C 2.719 -0.200 0.768 -0.017 0.455 0.022 -1.962
C 4.291 1.809 -2.116 -0.050 0.040 -0.062 -1.837
H -1.121 3.469 2.727 0.001 -0.021 0.003 0.624
H -4.282 -1.076 -6.254 0.004 -0.002 -0.011 0.360
H 1.253 -0.550 5.005 0.018 0.063 -0.061 0.440
C -4.078 2.767 0.658 0.059 -0.067 -0.032 -0.532
C -2.525 -0.863 -2.783 0.213 0.051 -0.170 0.443
H -5.294 -3.995 0.722 0.010 -0.003 -0.002 0.375
Ag 1.202 -1.020 -0.952 0.102 -0.620 0.024 1.145
H -3.613 -5.714 1.332 -0.002 0.001 -0.004 0.355
C -0.262 -0.431 -4.005 -0.036 -0.060 0.339 -0.131
C -1.953 -4.533 0.648 0.009 0.100 -0.032 -0.657
C 0.432 3.868 0.684 0.009 -0.006 -0.024 -1.846
C -0.577 2.551 2.474 -0.064 -0.034 -0.066 -1.499
H 2.524 4.047 2.461 -0.065 -0.017 0.029 0.309
H -4.562 1.508 2.325 0.001 -0.019 0.002 0.363
C 5.677 0.895 -0.257 0.105 -0.006 0.022 -1.829
H 2.967 -1.808 2.929 -0.072 -0.012 0.021 0.340
H -0.506 -3.136 -0.086 0.057 -0.009 -0.026 -0.507
P -1.717 -0.851 -1.090 -0.318 0.044 0.044 1.479
H -0.608 -1.465 3.550 0.038 0.055 -0.060 0.626
H -5.629 -1.147 -4.166 -0.006 -0.001 0.011 0.394
H 5.122 1.710 -2.825 -0.029 0.015 0.027 0.442
C -3.795 -1.010 -5.287 0.064 0.003 0.053 -0.429
C 1.214 -0.502 2.825 0.008 0.032 -0.117 2.778
C -2.734 1.740 -1.057 0.008 -0.004 -0.038 -0.827
H 5.679 1.863 0.254 0.000 -0.063 -0.037 0.314
H 1.784 3.135 3.780 -0.017 0.050 -0.076 0.267
H -1.193 -5.260 0.917 -0.054 0.054 -0.025 0.463
H -4.601 -1.885 -0.278 0.050 -0.033 0.035 0.239
H 1.682 -2.417 1.870 0.022 0.040 0.099 0.286
H 4.498 -1.471 -1.036 -0.012 0.069 -0.035 0.241
H 4.346 2.806 -1.665 0.003 -0.085 -0.030 0.301
C 1.568 3.736 2.890 0.036 0.020 0.074 -1.891
C -1.559 -3.328 0.071 -0.152 0.006 0.001 -0.214
H -1.799 -0.798 -6.086 0.009 -0.007 0.052 0.468
C 1.587 -3.255 -1.392 -0.061 0.398 0.188 -0.311
C -4.241 -3.818 0.533 0.086 -0.013 0.007 -0.800
C -4.063 1.575 1.365 0.057 -0.062 -0.061 -0.564
F 1.511 -4.126 -0.239 0.066 0.032 -0.138 -0.385
C -2.422 -0.857 -5.202 -0.149 0.034 0.027 -0.608
H 0.884 -3.727 -2.087 -0.078 -0.198 -0.103 0.097
H -3.381 3.780 -1.105 -0.005 -0.001 -0.021 0.395
H -1.186 1.990 1.762 -0.002 -0.003 0.003 -0.158
H 1.010 4.632 3.203 0.047 -0.078 -0.021 0.487
C -3.392 0.463 0.859 0.062 0.011 0.060 -0.520
H -0.303 4.618 1.006 0.054 -0.033 -0.008 0.471
C -3.404 2.846 -0.557 0.076 -0.077 0.062 -0.533
C 0.771 2.920 1.856 0.127 -0.030 -0.047 2.956
H 1.100 1.087 4.347 -0.035 0.012 -0.039 0.243
C -2.730 0.522 -0.365 0.021 -0.003 -0.151 0.400
C 2.531 1.995 0.268 -0.077 -0.111 0.078 -0.954
C -0.295 -0.790 2.739 -0.036 -0.020 -0.013 -1.507
O 0.169 0.060 -2.928 0.063 0.220 -0.311 -0.576
H -0.902 0.108 2.794 -0.015 -0.014 -0.018 -0.006
H 1.486 -2.486 3.634 0.017 0.002 -0.028 0.507
C 1.628 1.748 1.340 0.026 -0.137 -0.195 -0.177
C -3.297 -4.782 0.878 0.003 0.065 -0.033 -0.485
F 2.846 -3.580 -1.942 -0.038 0.003 0.091 -0.374
H -4.521 -1.005 -1.995 0.046 -0.007 -0.089 0.087
H 3.508 -0.829 -2.329 -0.045 0.038 -0.076 0.257
C 3.198 0.819 -0.094 -0.098 0.077 0.185 0.200
H 0.016 3.304 -0.155 -0.004 0.044 0.076 0.246
H -3.368 -0.453 1.438 -0.022 0.012 -0.002 0.290
C 4.413 -0.648 -1.751 0.092 -0.042 0.080 -1.861
H -4.588 3.635 1.059 -0.013 0.005 -0.004 0.349
H -0.512 -1.284 1.788 0.005 0.016 0.027 -0.047
H 5.273 -0.697 -2.432 -0.039 -0.005 0.052 0.519
H 5.769 0.113 0.504 -0.002 0.059 -0.057 0.328
C 4.371 0.713 -1.049 -0.075 0.007 -0.031 2.566
C -2.493 -2.356 -0.301 0.143 -0.039 -0.032 0.787
C 1.883 -1.886 2.806 -0.004 -0.095 -0.038 -2.462
H 2.633 2.941 -0.250 -0.017 -0.106 0.038 0.036
H -2.193 1.811 -1.998 -0.034 0.004 0.064 0.386
H 6.553 0.842 -0.920 -0.066 0.004 0.061 0.461
```
Forces are in eV/Å.

***

[2]
Here is C37H44BaIN6O4S2Si as an isolated structure from the Open Molecules 2025 dataset. Energies are from wB97M-V/def2-TZVPD.

## Properties
Charge: -1
Relative energy (zero: lowest compared OMol25 entry of this formula, charge and spin) (kcal/mol): 39.3

The geometry in XYZ format:
```
96
Properties=species:S:1:pos:R:3:forces:R:3:mulliken_charge:R:1
H -4.871 -1.221 4.393 0.012 -0.035 -0.018 0.326
O -2.332 -0.885 0.344 0.310 0.263 -0.143 -0.534
H -5.677 2.087 3.584 0.002 0.019 0.002 0.347
C 5.226 -3.216 2.152 0.020 0.008 -0.026 -0.404
C -2.998 4.523 -4.762 0.032 -0.014 0.021 -0.480
C 7.453 0.414 4.152 0.001 0.001 0.006 -0.592
C -4.225 0.785 2.710 -0.042 0.073 -0.140 0.380
C -2.056 5.183 -5.536 0.007 0.006 -0.005 0.076
C 2.633 -0.920 2.975 -0.044 -0.018 0.076 0.001
O -1.602 1.906 -1.811 -0.255 0.247 -0.304 -0.988
H 8.396 0.848 3.847 0.008 -0.008 -0.019 0.386
I -2.700 6.436 -7.081 -0.016 0.031 -0.033 0.041
H 3.061 -3.293 2.114 -0.018 0.054 -0.002 0.653
H -6.426 -0.450 3.986 0.019 0.011 0.015 0.371
H 2.119 6.164 5.115 -0.001 -0.003 0.000 0.266
H 0.672 6.853 4.393 0.000 0.001 0.003 0.300
H -2.358 1.537 1.907 0.017 0.032 -0.018 0.389
C -0.277 4.199 -4.282 -0.002 0.017 0.001 -0.262
N -5.005 -0.333 2.468 -0.328 0.050 -0.171 -0.033
H -5.987 -1.996 3.253 -0.040 0.032 -0.011 0.457
H -4.054 4.654 -4.950 -0.005 0.004 -0.013 0.363
C -2.562 3.689 -3.743 -0.013 -0.005 -0.056 -0.251
H 1.406 -0.965 -4.218 -0.014 -0.004 0.000 0.330
C -5.599 -1.041 3.596 0.160 -0.025 0.088 -1.153
Si 2.453 -0.851 -1.916 0.313 -0.339 -0.203 -0.014
C 6.222 -1.263 5.358 0.019 0.009 0.009 -0.610
H 0.025 5.551 -5.925 -0.003 -0.002 -0.007 0.358
C -4.110 -3.224 0.399 0.018 -0.009 -0.008 -0.496
C 5.030 -0.690 4.943 -0.023 -0.020 -0.008 0.042
C -0.744 2.632 -2.378 -0.104 0.227 -0.287 1.095
H 6.471 -1.467 1.793 0.014 0.020 0.000 0.176
C 2.605 -2.771 -1.896 0.086 0.007 -0.086 -1.218
H -6.864 -1.357 1.040 0.002 0.003 0.007 0.463
H 2.276 7.362 3.814 0.001 0.003 0.001 0.349
H 4.343 -0.639 1.970 -0.042 0.021 -0.112 0.071
H -3.991 2.649 3.674 0.003 -0.001 0.005 0.367
N 2.694 0.418 3.369 -0.001 -0.333 -0.141 0.672
C -6.864 -3.249 0.021 0.001 -0.012 0.015 -0.654
C 2.400 5.428 2.015 0.013 -0.047 0.045 -0.815
H 4.082 -1.115 5.252 -0.015 -0.013 -0.012 0.386
C -4.893 -2.181 0.886 -0.027 0.079 -0.066 0.176
N 1.477 3.311 1.448 0.034 -0.126 -0.070 0.344
H -6.558 -5.119 -0.987 0.002 -0.004 -0.011 0.378
C 4.280 -0.316 -1.595 0.023 -0.027 0.007 -1.011
C -4.716 -4.267 -0.281 -0.027 -0.016 0.010 -0.654
C 1.652 5.395 3.185 0.022 0.077 -0.012 1.000
H -7.936 -3.249 -0.128 -0.007 -0.002 -0.001 0.361
C 2.257 4.342 1.170 0.092 0.070 -0.081 -0.435
H -3.040 -3.195 0.542 0.006 -0.009 0.010 0.480
C -3.116 -0.444 1.174 -0.058 -0.125 0.029 0.470
H 5.318 -3.121 3.236 -0.021 -0.074 0.027 0.162
C 6.396 -2.510 1.476 -0.032 0.007 0.000 -1.001
O 0.480 2.654 -2.072 -0.037 0.659 -0.658 -0.964
C 3.867 -2.676 1.723 0.028 -0.080 0.114 -0.637
H 6.283 -2.524 0.390 0.002 0.012 -0.010 0.299
H 3.467 -3.115 -2.481 0.006 -0.014 -0.022 0.302
H -4.104 -5.073 -0.664 0.013 -0.006 -0.004 0.360
C -1.205 3.527 -3.498 -0.021 0.053 -0.015 0.053
Ba 0.238 0.895 -0.395 -0.158 -0.654 2.275 1.380
H 7.344 -2.988 1.723 0.018 0.010 0.025 0.361
C -0.696 5.030 -5.310 -0.018 -0.016 0.012 -0.526
H 2.793 4.298 0.226 -0.044 0.015 -0.026 0.452
O 3.727 2.366 3.857 -0.009 0.042 -0.091 -0.581
H 5.249 -4.283 1.916 0.015 0.005 -0.020 0.401
H 4.394 0.765 -1.718 0.006 0.019 -0.011 0.308
C 7.435 -0.717 4.956 -0.019 -0.009 -0.003 -0.387
H -3.269 3.149 -3.128 0.005 -0.009 0.025 0.428
H 6.204 -2.137 5.995 0.004 -0.013 0.008 0.432
H 3.170 -0.960 -4.359 0.009 -0.018 0.002 0.301
C 5.048 0.438 4.132 -0.024 0.035 0.057 -0.013
H 1.708 -3.230 -2.322 -0.024 0.002 -0.011 0.375
C 6.261 0.998 3.751 0.021 -0.012 -0.060 -0.520
S -0.091 1.918 3.027 -0.182 0.017 -0.066 -0.477
C 2.323 -0.531 -3.809 0.041 0.016 -0.010 -1.298
H -4.551 1.366 4.742 -0.009 -0.004 0.002 0.318
H 0.775 4.058 -4.074 0.006 0.005 0.015 0.398
H 3.058 6.251 1.778 -0.013 0.018 -0.014 0.315
H 8.364 -1.172 5.274 0.010 -0.004 0.005 0.393
C -6.092 -4.294 -0.465 0.007 0.019 -0.004 -0.411
N 0.868 4.369 3.492 0.034 -0.033 0.004 -0.599
S 1.330 -1.857 3.418 0.031 0.056 -0.072 -0.391
C -3.132 0.789 1.925 -0.021 -0.030 0.056 -0.721
C 3.782 1.158 3.749 0.041 0.095 0.073 0.504
N -4.276 -1.119 1.571 0.214 -0.131 0.240 0.407
H 2.293 0.542 -4.024 0.002 0.017 -0.011 0.263
C 1.688 6.520 4.178 0.013 -0.005 -0.001 -1.221
H 1.774 0.898 3.337 -0.002 0.152 0.201 -0.406
H 4.603 -0.552 -0.575 0.003 -0.017 0.014 0.070
H 6.255 1.891 3.140 -0.004 0.026 0.025 0.460
C -6.270 -2.189 0.688 -0.036 0.012 -0.021 0.033
H 2.709 -3.165 -0.883 -0.071 -0.063 -0.037 0.300
H 4.977 -0.806 -2.287 0.013 -0.014 -0.001 0.317
C 0.829 3.335 2.640 -0.118 -0.267 -0.302 0.025
C -4.641 1.780 3.735 0.020 -0.051 0.026 -1.441
N 3.650 -1.329 2.214 0.109 0.039 -0.062 0.338
H 3.787 -2.668 0.635 0.042 0.023 0.037 -0.432
```
Forces are in eV/Å.

***

[3]
Here is C37H44F3N3O7PbSSb as an isolated structure from the Open Molecules 2025 dataset. Energies are from wB97M-V/def2-TZVPD.

## Properties
Charge: +1
Relative energy (zero: lowest compared OMol25 entry of this formula, charge and spin) (kcal/mol): 48.7

The geometry in XYZ format:
```
97
Properties=species:S:1:pos:R:3:forces:R:3:mulliken_charge:R:1
C 0.337 -5.183 -3.013 0.658 0.013 1.208 -0.948
H 4.363 -1.492 -1.515 0.189 -0.034 0.803 0.428
C 1.222 7.882 -0.328 0.291 -0.206 -1.786 -0.517
H -3.062 0.223 -3.394 0.199 0.076 0.207 0.400
C -5.421 2.772 4.921 0.778 1.166 -0.255 0.257
C 2.628 0.440 0.283 1.721 -0.081 0.430 0.300
C -5.501 -4.132 2.152 -0.485 -0.224 -0.091 -0.700
O 1.800 -0.234 1.089 -0.059 -0.806 1.217 -0.005
H 1.302 8.515 1.692 0.060 0.682 0.391 0.373
H -1.873 -4.549 -2.080 -0.071 0.131 0.092 0.466
C 2.371 -3.085 -2.035 -0.560 -0.223 0.592 -0.614
C -5.837 -4.084 0.805 0.421 -0.140 -0.789 0.455
O 0.435 -1.679 -1.942 -0.105 0.470 0.445 -0.394
O 2.967 -2.138 -2.871 0.401 0.802 -0.033 -0.280
F 0.851 -3.721 6.628 -0.540 -0.093 -0.798 -0.312
F -6.546 -5.079 0.211 0.004 0.412 0.651 -0.317
N -2.424 2.287 -1.901 1.278 -0.575 -0.322 -0.331
H 3.657 5.614 -2.820 -0.209 -0.530 0.269 0.433
H 1.760 6.338 2.636 0.025 -0.113 0.051 0.420
H -1.374 -0.409 -3.340 -0.447 0.380 -0.005 -0.138
H 1.957 4.342 1.059 -0.141 0.246 0.043 0.401
H -5.012 4.142 3.326 0.096 -0.106 -0.046 0.404
H -1.429 -3.646 2.712 -0.284 1.249 0.910 0.369
H 2.789 -1.673 2.318 -0.457 -0.083 -0.021 0.281
C -5.331 -3.093 -0.024 0.053 -0.005 -0.447 -0.531
C -1.477 -1.681 3.867 -0.901 0.427 0.738 -0.245
C -4.075 -2.200 1.870 0.058 0.939 -0.199 -0.185
H -4.574 -0.497 4.981 -0.062 -0.174 0.242 0.398
C 0.039 -3.110 5.718 -0.749 -1.077 -0.301 0.501
C 4.308 -1.792 -2.543 -0.209 0.451 -1.018 -1.051
C 5.904 0.644 -4.939 0.338 0.612 -1.905 -1.070
H 5.114 1.119 -5.514 0.217 0.480 -0.430 0.328
Sb -2.691 -0.543 2.406 -0.173 -0.523 -0.409 0.803
H 1.455 -0.627 3.090 0.330 -0.426 -0.236 0.106
C -5.271 1.499 5.418 -0.505 -0.667 0.193 -0.570
H -4.296 -3.248 3.701 -0.283 -0.245 0.078 0.393
C -0.519 -3.810 4.601 1.274 0.868 0.820 -0.710
O 2.272 2.979 -0.878 -0.361 0.074 -0.096 -0.334
N 5.369 -0.550 -4.428 -0.018 -1.716 0.757 0.208
H 3.869 3.821 -3.041 0.140 0.393 0.364 0.210
C -1.206 -3.041 3.638 0.371 -0.996 0.020 -0.197
H 1.304 6.848 -2.274 -0.025 0.646 -0.193 0.394
H 6.233 -2.462 -4.739 -0.618 0.066 -0.077 0.279
C -1.059 -1.099 5.100 -0.227 -0.186 -1.696 -0.367
H 1.396 -5.259 -3.261 -0.349 0.059 -0.829 0.307
H -0.312 -4.886 4.434 -0.083 0.917 0.218 0.360
C 1.752 5.350 0.698 0.322 -0.072 0.317 -0.276
H -1.215 -0.053 5.325 -0.382 0.070 -0.164 0.414
Pb 1.881 0.773 -1.869 0.410 -0.144 -0.637 1.370
H 0.104 -1.287 6.852 0.193 -0.088 0.409 0.417
H -5.914 -4.834 2.845 -0.287 -0.638 -0.116 0.431
C -4.871 3.121 3.665 -1.308 0.903 1.076 -0.303
H 3.111 0.015 2.715 -0.654 -0.490 -0.070 0.336
C -4.668 0.510 4.614 0.478 1.124 0.513 -0.218
H -2.028 3.078 -1.396 -0.387 -0.500 -0.088 0.207
H 4.461 -2.275 -5.153 -0.052 -0.367 -0.169 0.317
H 0.248 -5.940 -2.219 -0.411 0.150 -0.103 0.360
H -0.401 -5.421 -3.796 0.753 0.167 0.014 0.366
H -5.585 1.204 6.413 -0.264 0.319 -0.100 0.405
C -1.388 -3.601 -2.311 0.419 0.283 0.653 -1.142
C -4.205 2.181 2.953 2.157 -1.399 -1.718 -0.479
H -3.395 2.067 -1.866 -0.394 0.093 0.046 0.197
H 5.781 -1.630 -6.184 -0.381 0.186 -0.043 0.437
C -0.285 -1.796 5.993 0.288 -0.336 -0.336 -0.519
H 4.269 4.603 -1.402 -0.706 -0.036 -1.234 0.324
C -2.005 0.494 -3.487 -0.662 -2.714 -0.943 -0.569
H 4.959 -2.637 -2.759 0.267 0.038 0.059 0.483
C 1.461 7.704 1.024 -1.017 0.100 0.128 -0.487
C -4.483 -2.140 0.536 0.508 0.515 -1.157 -0.206
C 1.451 6.823 -1.205 -0.701 -1.209 0.529 -0.475
C -4.022 0.886 3.454 -0.082 -1.401 -0.048 -0.020
O 4.270 0.598 -2.800 1.053 -1.383 -0.785 -0.848
H -5.504 -3.067 -1.125 -0.167 -0.226 1.110 0.382
C 3.611 4.624 -2.328 0.818 0.077 0.595 -0.878
H -1.453 -2.897 -1.473 -0.516 -0.241 -0.184 0.316
O -0.307 1.780 -2.506 -2.368 -0.335 0.186 -0.763
H -1.870 -3.154 -3.181 0.183 -0.021 -0.160 0.250
C -4.627 -3.211 2.669 1.086 1.312 -0.074 -0.175
H 2.605 -2.996 -0.950 0.238 0.317 -0.520 0.237
C 0.867 -2.804 -2.121 0.110 -2.047 -1.356 0.596
H -1.860 0.756 -4.536 0.189 0.465 0.160 0.299
H 6.202 1.315 -4.173 0.190 0.462 0.851 0.324
C 1.672 5.546 -0.676 0.514 0.654 0.925 0.418
H -3.645 2.325 1.978 -0.984 0.625 1.165 0.172
C 1.662 6.453 1.569 0.326 -0.783 -1.037 -0.539
H -4.087 -1.383 -0.210 -0.321 -0.744 1.278 0.178
C 2.311 -0.697 2.408 0.553 1.687 -0.502 -0.656
C 5.439 -1.820 -5.169 1.270 0.244 0.399 -0.975
F -5.945 3.814 5.673 0.415 -1.540 -0.778 -0.299
S 1.969 4.174 -1.760 0.119 0.262 -0.377 0.216
H 0.845 8.782 -0.830 0.467 0.009 0.856 0.350
H 2.663 -4.094 -2.335 -0.138 0.005 0.016 0.340
H 6.783 0.425 -5.565 -0.419 0.098 0.082 0.414
C 4.677 -0.486 -3.308 -1.609 0.479 1.680 0.698
O 3.789 0.715 0.575 -1.406 -0.410 -0.161 -0.652
N 0.048 -3.852 -2.470 -0.565 0.755 0.122 0.104
C -1.538 1.493 -2.569 1.875 3.395 0.932 0.664
```
Forces are in eV/Å.

***

no.,strongest force on any atom (eV/A),E_HOMO (Eh),HOMO-LUMO gap (eV)
1,0.6,-0.02985,5.2
2,2.4,-0.13342,5.6
3,4.0,-0.35428,7.9